DFT (wB97M-V/def2-TZVPD) results for a structure of composition C51H61AgGe2O2S4Si.

Last column: Mulliken charge in e.
Element x y z (Å)
Ag: -2.167594 -0.104796 -2.474353  0.334
C: 0.892226 5.180186 -4.863092  -1.646
C: 1.735366 4.160978 -4.145214  0.846
C: 2.099418 4.335607 -2.817356  -1.124
C: 2.816781 3.366789 -2.128165  0.902
C: 3.232648 3.609984 -0.700262  -1.370
C: 3.147904 2.171991 -2.780743  0.462
C: 2.867647 2.018005 -4.143458  0.963
C: 3.310999 0.809920 -4.927505  -1.860
C: 2.158775 3.015137 -4.800210  -0.782
C: 3.877578 1.098455 -2.042148  -0.914
C: 5.266672 1.210491 -1.996659  0.291
C: 6.039754 0.247844 -1.369093  -1.269
C: 5.416593 -0.845972 -0.797101  0.294
C: 4.027277 -0.970522 -0.819019  -0.386
C: 3.234016 0.008182 -1.425676  -0.244
Ge: 1.203878 -0.046880 -1.324025  0.715
S: 0.227686 -0.195968 -3.229129  -0.405
S: 0.640266 1.644887 0.104516  -0.236
Ge: -0.929129 0.135432 0.824481  0.538
S: -2.823620 0.655883 -0.006811  -0.468
S: 0.361189 -1.620315 0.098492  -0.201
C: -1.206450 -0.023099 2.823763  -0.299
C: -1.736250 -1.214573 3.350253  -0.906
C: -2.152433 -1.270825 4.678758  0.135
C: -2.073539 -0.156177 5.494976  -1.094
C: -1.553342 1.021335 4.986572  0.380
C: -1.117435 1.094002 3.665973  -0.826
C: -0.566074 2.395630 3.186772  -0.076
C: -1.413345 3.406277 2.729653  1.567
C: -2.901506 3.205414 2.600912  -2.038
C: -0.858731 4.624498 2.339280  -1.004
C: 0.504279 4.854323 2.392558  1.166
C: 1.096433 6.166790 1.950860  -1.428
C: 1.334126 3.832607 2.842156  -0.718
C: 0.820646 2.606305 3.229767  1.224
C: 1.743736 1.494002 3.644544  -1.483
C: -1.809448 -2.478837 2.556985  0.997
C: -2.991332 -2.900568 1.941455  0.894
C: -4.289690 -2.150851 2.066452  -1.681
C: -2.978903 -4.087258 1.208422  -0.797
C: -1.843535 -4.870147 1.107705  1.039
C: -1.833568 -6.135188 0.290431  -1.617
C: -0.697850 -4.470663 1.787508  -0.142
C: -0.663268 -3.291021 2.510403  -0.263
C: 0.590859 -2.879433 3.235434  -0.908
C: 3.457360 -2.213180 -0.219959  0.747
C: 3.483497 -2.413453 1.161702  1.064
C: 3.981815 -1.354904 2.114484  -1.954
C: 3.031463 -3.622062 1.684137  -0.915
C: 2.550530 -4.629713 0.866402  0.827
C: 2.074977 -5.940703 1.436526  -2.003
C: 2.524453 -4.411721 -0.505653  -1.055
C: 2.969914 -3.223150 -1.063969  1.223
C: 2.942324 -3.038291 -2.557992  -1.790
H: 0.783568 6.089552 -4.271346  0.360
H: -0.103708 4.768953 -5.042195  0.308
H: 1.330029 5.444963 -5.828237  0.372
H: 1.803333 5.241720 -2.297677  0.296
H: 3.031982 4.644550 -0.417603  0.378
H: 4.295379 3.405368 -0.560710  0.356
H: 2.676433 2.958148 -0.024708  0.089
H: 3.921811 0.139737 -4.326359  0.259
H: 3.883954 1.117495 -5.806904  0.492
H: 2.433022 0.256238 -5.259332  0.318
H: 1.899564 2.871683 -5.845012  0.350
H: 5.734277 2.062958 -2.477458  0.472
H: 7.118779 0.347445 -1.334307  0.339
H: 6.004366 -1.625939 -0.324766  0.473
H: -2.561508 -2.201590 5.057181  0.458
H: -2.417440 -0.205936 6.522090  0.327
H: -1.486588 1.904276 5.613422  0.487
H: -3.199812 2.211036 2.922361  0.263
H: -3.195876 3.307756 1.555240  0.299
H: -3.447518 3.947170 3.190397  0.470
H: -1.517675 5.401582 1.962855  0.262
H: 0.317264 6.876958 1.672577  0.359
H: 1.747677 6.018209 1.086807  0.179
H: 1.697313 6.611825 2.747554  0.339
H: 2.409513 3.984398 2.852986  0.252
H: 2.765788 1.860429 3.747524  0.495
H: 1.739259 0.715106 2.875482  -0.137
H: 1.423402 1.036993 4.583002  0.396
H: -4.185499 -1.264530 2.686866  0.192
H: -5.057901 -2.800633 2.498095  0.518
H: -4.625798 -1.823291 1.084246  -0.033
H: -3.888252 -4.390501 0.698618  0.325
H: -2.810112 -6.320635 -0.156381  0.378
H: -1.566589 -6.997721 0.906542  0.355
H: -1.098843 -6.059452 -0.513976  0.259
H: 0.197997 -5.082619 1.731297  -0.076
H: 1.346966 -3.662546 3.167180  0.068
H: 0.382422 -2.670066 4.286967  0.771
H: 1.003604 -1.972754 2.786896  -0.460
H: 4.045624 -0.382502 1.631756  0.240
H: 4.974606 -1.618089 2.491682  0.356
H: 3.309934 -1.274257 2.970006  0.449
H: 3.045815 -3.765165 2.761049  0.754
H: 2.161415 -5.953039 2.523499  0.325
H: 2.662732 -6.771935 1.039338  0.490
H: 1.030308 -6.121660 1.174076  0.729
H: 2.137806 -5.188452 -1.158935  0.306
H: 2.758148 -3.990022 -3.056998  0.483
H: 3.886001 -2.624020 -2.917229  0.322
H: 2.147408 -2.346197 -2.853166  0.102
O: -2.306070 2.746821 -3.208249  -0.689
H: -3.154858 2.357200 -2.964281  0.317
H: -1.729477 2.607731 -2.445549  0.302
C: -6.641281 -1.631909 -2.113835  -0.812
Si: -5.832632 -0.164808 -3.042168  0.237
C: -6.818427 -0.058830 -4.683229  -1.096
C: -6.375013 1.376816 -2.050728  -1.025
O: -4.290304 -0.306875 -3.264928  -0.427
H: -7.734706 -1.571602 -2.092365  0.332
H: -6.286705 -1.667038 -1.079227  0.056
H: -6.366788 -2.576978 -2.592335  0.250
H: -7.899708 -0.019327 -4.511038  0.309
H: -6.605630 -0.932909 -5.305669  0.283
H: -6.532088 0.832413 -5.249068  0.254
H: -7.457810 1.414013 -1.890157  0.397
H: -6.082588 2.298072 -2.564521  0.261
H: -5.886292 1.375471 -1.071633  0.182

Atoms 1-6, force components in eV/Å:
-0.14 -0.14 0.06
-0.02 -0.09 0.03
0.04 0.06 -0.05
-0.02 0.01 -0.01
-0.01 -0.05 0.06
-0.02 -0.01 -0.09

Output
LUMO = 0.1482 hartree
Orbital gap = 6.104 eV
2S+1 = 1
Net charge = -2

=====

DFT (wB97M-V/def2-TZVPD) results for a structure of composition C51H61GeN3O2OsP2.

Last column: Löwdin spin population.
Element x y z (Å)
Os: 0.148233 0.026439 -0.327453  1.864
C: -4.694730 -1.210899 0.846746  0.006
C: -3.477031 -0.729196 0.057756  0.020
C: -3.651924 0.713637 -0.431383  0.007
P: -1.819678 -0.899212 0.816239  0.135
C: -1.648979 -2.581228 1.565853  0.027
C: -2.071931 -3.683580 0.590389  0.002
C: -2.319427 -2.756145 2.929120  0.007
C: -1.626950 0.214205 2.244923  0.022
C: -2.608082 0.830735 3.008299  0.004
C: -2.287613 1.696411 4.050275  0.008
C: -3.365059 2.402257 4.829753  0.001
C: -0.941485 1.910513 4.321170  0.004
C: 0.055956 1.305972 3.569164  0.012
C: -0.275167 0.461526 2.516294  0.025
N: 0.672123 -0.089609 1.596982  0.181
C: 1.864134 -0.679249 2.058795  0.006
C: 2.128041 -0.926727 3.412014  0.021
C: 3.326303 -1.494273 3.805705  -0.004
C: 4.310606 -1.851805 2.885275  0.024
C: 5.612637 -2.464656 3.326679  0.004
C: 4.020718 -1.651141 1.544327  0.000
C: 2.820908 -1.083299 1.116140  0.033
P: 2.274910 -0.992884 -0.607864  0.138
C: 3.342451 0.142030 -1.581936  0.035
C: 4.854674 0.124562 -1.362896  0.007
C: 2.972441 -0.008145 -3.060958  0.003
C: 2.399393 -2.696311 -1.280779  0.030
C: 1.600147 -3.633105 -0.374158  0.010
C: 3.811313 -3.244581 -1.568989  0.007
H: -5.594282 -1.031265 0.252678  0.002
H: -4.819240 -0.684255 1.792422  0.000
H: -4.653687 -2.276079 1.062782  0.000
H: -3.380714 -1.364004 -0.831743  0.001
H: -3.884502 1.384920 0.397704  0.000
H: -4.471523 0.764344 -1.150699  0.000
H: -2.752045 1.092440 -0.921407  0.006
H: -0.566194 -2.647664 1.714432  0.003
H: -3.157735 -3.719246 0.486642  0.000
H: -1.752945 -4.653140 0.978776  0.000
H: -1.644284 -3.550357 -0.402831  0.001
H: -3.407052 -2.719828 2.855699  0.000
H: -2.003224 -2.000041 3.646586  0.000
H: -2.051196 -3.735589 3.332979  0.002
H: -3.654184 0.650078 2.793461  0.000
H: -4.284382 1.816532 4.853096  0.000
H: -3.602290 3.370195 4.383006  0.000
H: -3.055045 2.585003 5.858576  0.000
H: -0.660525 2.583614 5.123485  0.000
H: 1.092863 1.518359 3.790641  0.000
H: 1.388440 -0.680891 4.159802  0.001
H: 3.499601 -1.664082 4.863185  -0.001
H: 6.053867 -1.906138 4.153389  0.001
H: 6.335104 -2.480209 2.510812  0.000
H: 5.474348 -3.493537 3.665828  0.002
H: 4.756762 -1.955081 0.809919  -0.001
H: 2.982295 1.120303 -1.239811  0.009
H: 5.333365 -0.687540 -1.911909  0.000
H: 5.127137 0.056029 -0.309616  0.000
H: 5.273262 1.062542 -1.735896  0.001
H: 3.341119 -0.958704 -3.455648  0.000
H: 3.435476 0.794913 -3.638351  0.000
H: 1.893905 0.038910 -3.222197  0.001
H: 1.845269 -2.611831 -2.219988  0.001
H: 2.117898 -3.788064 0.575943  0.000
H: 1.476086 -4.603504 -0.859314  0.000
H: 0.609862 -3.232649 -0.170549  0.008
H: 3.969282 -4.181964 -1.033083  0.001
H: 4.615725 -2.573767 -1.277528  0.001
H: 3.940288 -3.450705 -2.632269  0.001
O: -0.697940 -2.103229 -1.902766  0.080
N: -1.518400 -1.611196 -2.708574  0.024
N: -1.380308 -0.342709 -2.901751  0.009
O: -0.417580 0.389358 -2.342298  0.061
C: -2.293674 0.338086 -3.777856  0.000
C: -2.307125 1.722870 -3.758884  0.001
C: -3.183747 2.398984 -4.598754  0.000
C: -4.034988 1.701440 -5.439983  0.000
C: -4.007378 0.311372 -5.441640  0.000
C: -3.136590 -0.380297 -4.616461  0.000
H: -1.642766 2.253663 -3.095277  0.002
H: -3.193288 3.481343 -4.589033  0.000
H: -4.714420 2.233261 -6.092677  0.000
H: -4.663516 -0.243228 -6.099991  0.000
H: -3.103009 -1.459911 -4.622723  0.000
C: 0.066871 2.132336 -0.158926  0.863
Ge: 1.342952 3.539489 -0.392704  0.124
C: 3.103621 3.097141 0.325297  0.007
C: 3.208306 2.418443 1.539123  0.004
C: 4.445617 2.127436 2.100835  0.001
C: 5.607103 2.517034 1.447741  -0.001
C: 5.522960 3.186486 0.233792  0.001
C: 4.281658 3.470827 -0.323303  0.000
C: 1.583424 3.955925 -2.281996  0.027
C: 1.185254 3.034593 -3.250924  0.009
C: 1.374552 3.294738 -4.604363  0.001
C: 1.963634 4.484651 -5.007297  0.000
C: 2.365991 5.412528 -4.054545  0.002
C: 2.178523 5.148105 -2.704009  0.003
C: 0.728503 5.162900 0.509949  0.011
C: 0.974356 5.351384 1.870628  0.002
C: 0.520966 6.485620 2.530678  0.001
C: -0.186272 7.457939 1.836103  0.001
C: -0.440691 7.287189 0.482762  0.001
C: 0.013582 6.148305 -0.173200  0.002
H: -0.936840 2.531422 0.028691  0.073
H: 2.305383 2.094768 2.041039  0.003
H: 4.500010 1.585463 3.037431  0.000
H: 6.575132 2.292435 1.878069  0.000
H: 6.426689 3.484774 -0.283436  0.000
H: 4.236498 3.977006 -1.280275  0.000
H: 0.728701 2.099598 -2.948440  0.007
H: 1.058099 2.566560 -5.341994  0.000
H: 2.109797 4.690400 -6.060364  0.000
H: 2.823257 6.343922 -4.365078  0.000
H: 2.485431 5.889496 -1.973365  0.000
H: 1.533870 4.607011 2.427361  0.000
H: 0.723239 6.613193 3.587142  0.000
H: -0.536376 8.345259 2.348406  0.000
H: -0.993398 8.041204 -0.064029  0.000
H: -0.196738 6.029122 -1.230565  0.000

Atoms 1-6, force components in eV/Å:
0.23 -0.40 0.28
-0.05 0.01 -0.03
-0.10 0.07 -0.07
-0.02 0.01 0.02
0.27 0.31 -0.03
-0.06 -0.08 -0.03

Output
LUMO (spin up / spin down) = 0.0218 / -0.0235 hartree
Orbital gap (spin up / spin down) = 6.848 / 6.702 eV
2S+1 = 5
⟨S²⟩ = 6.02
Net charge = 0

=====

Energy above the lowest of the compared OMol25 structures with the same formula, charge and spin in kJ/mol, matching the order above: 65.8 0.0